[1]
A 7-piece molecular cluster, C19H26Cl2F4O18 overall at a distorted geometry. Source: the Open Molecules 2025 dataset; level of theory: ωB97M-V with the def2-TZVPD basis set.

Element x y z (Å)
C1 20.922 -14.290 1.054
O1 19.747 -13.511 1.141
C2 19.759 -12.245 0.728
O2 20.702 -11.649 0.281
O3 18.561 -11.777 0.941
C3 18.272 -10.380 0.803
H1 21.816 -13.677 1.206
H2 21.019 -14.718 0.057
H3 20.911 -15.013 1.866
H4 17.270 -10.269 1.203
H5 18.321 -10.116 -0.248
H6 18.936 -9.805 1.444
C4 19.144 -17.562 3.884
O4 19.340 -16.742 5.034
C5 20.442 -16.088 5.288
O5 20.563 -15.354 6.220
O6 21.368 -16.256 4.315
C6 22.530 -15.454 4.399
H7 19.701 -18.491 3.822
H8 19.239 -16.902 3.020
H9 18.075 -17.772 3.923
H10 22.437 -14.681 5.162
H11 22.748 -14.998 3.437
H12 23.365 -16.084 4.707
C7 15.363 -19.903 3.025
C8 15.102 -21.362 3.342
O7 13.994 -21.279 4.221
C9 13.326 -20.131 3.959
O8 12.232 -19.899 4.354
O9 14.083 -19.297 3.210
F1 16.135 -21.950 3.989
H13 15.746 -19.775 2.014
H14 16.100 -19.416 3.667
H15 14.854 -21.908 2.430
C10 13.265 -12.521 2.669
C11 14.307 -11.480 3.036
O10 13.726 -10.305 2.485
C12 12.769 -10.635 1.585
O11 12.276 -9.866 0.841
O12 12.487 -11.939 1.643
F2 15.475 -11.690 2.355
H16 12.626 -12.734 3.534
H17 13.624 -13.504 2.366
H18 14.500 -11.441 4.103
C13 20.286 -11.708 4.931
C14 18.979 -10.981 4.859
O13 18.062 -12.002 4.499
C15 18.737 -13.108 4.118
O14 18.222 -14.125 3.783
O15 20.060 -12.910 4.171
F3 18.944 -10.014 3.893
H19 20.500 -12.103 5.928
H20 21.126 -11.177 4.489
H21 18.746 -10.488 5.802
C16 19.133 -18.600 -1.543
C17 19.635 -17.876 -0.325
O16 19.235 -18.677 0.759
C18 18.412 -19.655 0.308
O17 17.915 -20.483 0.992
O18 18.225 -19.554 -1.021
F4 19.033 -16.678 -0.100
H22 19.966 -19.077 -2.061
H23 18.655 -17.897 -2.225
H24 20.714 -17.732 -0.347
C19 16.914 -15.374 1.266
Cl1 16.054 -16.929 1.320
Cl2 16.989 -14.660 -0.364
H25 16.340 -14.673 1.854
H26 17.924 -15.552 1.598

Output
* molar mass: 689.30 g/mol
* energy relative to the best compared isomer or geometry (same formula, charge and spin): 0.0 kJ/mol
* max |F|: 1.65 eV/A
* total charge: 0
* SMILES: O=C1OC[C@@H](F)O1.O=C1OC[C@@H](F)O1.O=C1OC[C@@H](F)O1.O=C1OC[C@@H](F)O1.COC(=O)OC.COC(=O)OC.ClCCl

Atom charges from the Löwdin analysis, given in e for atoms 1 to 4: C -0.04; O -0.04; C -0.64; O 0.14

[2]
C19H26IrNOPS as an isolated structure at a distorted geometry. Source: the Open Molecules 2025 dataset; level of theory: ωB97M-V with the def2-TZVPD basis set.

Element x y z (Å)
Ir1 0.000 0.000 0.000
C1 4.253 -4.958 0.051
C2 3.098 -4.117 0.508
C3 1.822 -4.295 -0.037
C4 0.757 -3.491 0.377
C5 0.955 -2.498 1.340
C6 2.233 -2.304 1.874
C7 3.298 -3.108 1.459
S1 -0.410 -1.448 1.889
C8 -0.718 -2.293 3.462
O1 -1.566 -1.761 0.984
H1 3.911 -5.836 -0.506
H2 4.827 -5.318 0.911
H3 4.910 -4.371 -0.599
H4 1.645 -5.058 -0.791
H5 -0.228 -3.643 -0.060
H6 2.415 -1.524 2.608
H7 4.288 -2.941 1.879
H8 -0.908 -3.355 3.286
H9 -1.596 -1.842 3.929
H10 0.143 -2.168 4.123
C9 0.343 1.210 -1.578
C10 0.627 2.584 -1.141
C11 1.905 2.917 -0.680
C12 2.241 4.251 -0.430
C13 1.299 5.263 -0.642
C14 0.013 4.931 -1.078
C15 -0.322 3.595 -1.325
C16 1.660 6.637 -0.442
N1 1.955 7.749 -0.293
H11 1.200 0.762 -2.119
H12 -0.544 1.100 -2.240
H13 2.660 2.145 -0.542
H14 3.247 4.494 -0.094
H15 -0.729 5.708 -1.255
H16 -1.316 3.360 -1.699
C17 0.851 -3.571 -2.118
P1 0.526 -1.930 -1.365
C18 2.086 -1.066 -1.796
C19 -0.594 -1.215 -2.630
H17 1.171 -3.483 -3.161
H18 -0.051 -4.188 -2.090
H19 1.636 -4.094 -1.564
H20 2.319 -1.155 -2.861
H21 2.922 -1.486 -1.228
H22 2.012 -0.003 -1.551
H23 -0.172 -1.294 -3.637
H24 -0.780 -0.158 -2.420
H25 -1.557 -1.735 -2.623
H26 -0.374 1.374 0.972

Output
* molar mass: 539.68 g/mol
* energy relative to the best compared isomer or geometry (same formula, charge and spin): 23.8 kJ/mol
* expectation value of S²: 6.023
* max |F|: 3.43 eV/A
* total charge: +1
* 2S+1: 5

Atom charges from the Löwdin analysis, given in e for atoms 1 to 4: Ir 0.93; C -0.02; C -0.23; C -0.11

[3]
An isolated ion of composition C19H26N3O2 and charge +1. Source: the Open Molecules 2025 dataset; level of theory: ωB97M-V with the def2-TZVPD basis set.

Element x y z (Å)
C1 1.475 4.149 3.658
H1 1.972 4.312 4.610
H2 0.527 3.651 3.840
H3 1.280 5.114 3.196
C2 2.353 3.288 2.750
N1 1.667 3.092 1.465
C3 0.483 2.500 1.300
O1 -0.215 2.030 2.175
C4 0.050 2.409 -0.181
H4 0.121 3.385 -0.673
H5 -0.983 2.056 -0.200
O2 0.938 1.496 -0.816
C5 0.456 0.448 -1.504
C6 -0.818 0.371 -2.070
C7 -1.228 -0.788 -2.697
C8 -0.386 -1.886 -2.789
C9 0.916 -1.779 -2.300
C10 1.334 -0.631 -1.670
H6 2.334 -0.544 -1.278
H7 1.611 -2.601 -2.412
C11 -0.864 -3.197 -3.340
H8 -1.857 -3.102 -3.779
H9 -0.174 -3.574 -4.100
N2 -0.920 -4.221 -2.240
H10 -0.971 -5.159 -2.650
H11 -0.040 -4.136 -1.711
C12 -2.048 -4.056 -1.270
C13 -1.866 -2.854 -0.384
C14 -0.742 -2.713 0.427
C15 -0.623 -1.587 1.220
C16 -1.638 -0.638 1.181
N3 -2.715 -0.777 0.429
C17 -2.830 -1.851 -0.324
H12 -3.739 -1.919 -0.907
H13 -1.576 0.267 1.772
H14 0.233 -1.443 1.859
H15 0.028 -3.475 0.451
H16 -2.092 -4.962 -0.658
H17 -2.979 -3.971 -1.833
H18 -2.221 -0.833 -3.117
H19 -1.497 1.206 -2.024
H20 2.163 3.396 0.642
C18 3.670 4.000 2.450
H21 4.216 4.171 3.373
H22 3.488 4.964 1.980
H23 4.294 3.398 1.792
C19 2.616 1.925 3.394
H24 3.142 2.055 4.335
H25 1.673 1.421 3.588
H26 3.221 1.305 2.737

Output
* molar mass: 328.44 g/mol
* energy relative to the best compared isomer or geometry (same formula, charge and spin): 23.1 kJ/mol
* max |F|: 1.00 eV/A
* total charge: +1
* SMILES: CC(C)(C)NC(=O)COc1ccc(C[NH2+]Cc2cccnc2)cc1

Atom charges from the Löwdin analysis, given in e for atoms 1 to 4: C -0.03; H 0.09; H 0.08; H 0.09

Q: What is the energy relative to the best compared isomer or geometry (same formula, charge and spin) in the second record?
A: 23.8 kJ/mol